No. 1
{
  "formula": "C16H32FN6SiW",
  "method": "ωB97M-V/def2-TZVPD",
  "total_charge": 3,
  "gap_ev": [7.2, 7.2],
  "e_above_lowest_ev": 0.000,
  "lumo_ev": [-10.648, -10.648],
  "species": ["H", "H", "H", "C", "H", "C", "C", "H", "C", "N", "C", "N", "C", "C", "H", "H", "C", "H", "H", "H", "N", "H", "H", "N", "H", "H", "H", "H", "N", "H", "H", "Si", "C", "H", "N", "H", "H", "W", "C", "H", "H", "H", "H", "H", "H", "C", "C", "C", "C", "H", "F", "H", "H", "C", "H", "C", "H"],
  "positions_angstrom": [[1.245, -1.536, -3.456], [-2.526, 1.878, 1.046], [-2.813, 0.517, 4.496], [-2.420, -1.172, -1.454], [-0.763, 2.708, 0.044], [-2.329, 2.328, 2.022], [2.557, 0.744, 1.699], [-1.246, 0.220, 5.219], [0.614, -1.327, -2.593], [-0.259, 2.173, -0.662], [4.132, 0.472, 3.399], [1.308, -0.438, -1.618], [0.590, -1.914, 0.620], [-0.022, 2.837, 3.921], [-1.482, 3.253, -2.047], [-2.052, 3.373, 1.847], [3.095, 0.170, 4.274], [5.155, 0.470, 3.751], [0.571, 3.399, 3.196], [0.399, -2.274, -2.098], [-1.359, -0.148, -1.729], [-0.713, 3.549, 4.386], [2.165, -0.876, -1.284], [-2.012, -0.653, 0.880], [-3.720, -1.718, 0.168], [3.319, -0.074, 5.303], [-3.716, -0.005, -0.172], [-2.397, -0.041, 1.596], [0.154, 0.577, 1.968], [4.659, 0.987, 1.352], [-2.775, 1.354, -1.266], [-1.042, 1.522, 3.127], [-0.637, -0.588, -2.977], [-0.371, 0.296, -3.555], [0.982, -2.966, 0.880], [-1.298, -1.188, -3.603], [0.978, -0.049, 4.553], [0.008, 0.063, 0.147], [-3.082, -0.888, -0.132], [0.643, 2.473, 4.702], [-1.780, -0.766, 3.868], [0.642, 2.645, -0.737], [1.309, -3.891, 1.118], [-0.262, 2.232, -2.769], [-1.836, -1.529, 1.365], [-2.009, 1.173, -2.016], [-0.989, 2.285, -1.960], [3.873, 0.765, 2.062], [1.484, 0.501, 2.530], [-3.148, -1.169, -2.268], [2.171, 0.942, 0.360], [-1.939, -2.151, -1.443], [-2.506, 1.130, -2.988], [-1.778, 0.252, 4.266], [-3.287, 2.360, 2.549], [1.771, 0.185, 3.854], [1.625, 0.399, -2.111]]
}


No. 2
{
  "formula": "C29H63F6N4O20P4",
  "method": "ωB97M-V/def2-TZVPD",
  "total_charge": 1,
  "gap_ev": 6.4,
  "lumo_ev": -4.645,
  "species": ["C", "H", "H", "C", "O", "H", "H", "H", "O", "H", "H", "H", "F", "O", "O", "O", "F", "N", "O", "O", "H", "P", "H", "H", "C", "C", "O", "C", "H", "C", "H", "C", "H", "H", "H", "H", "H", "H", "C", "C", "H", "C", "H", "O", "H", "H", "H", "C", "H", "H", "C", "H", "C", "O", "C", "H", "O", "N", "C", "H", "C", "H", "C", "H", "P", "H", "H", "H", "C", "C", "C", "O", "H", "C", "F", "H", "H", "H", "H", "H", "H", "C", "F", "H", "H", "H", "H", "H", "H", "O", "O", "H", "H", "C", "H", "F", "H", "P", "O", "H", "O", "H", "H", "C", "N", "H", "H", "H", "H", "H", "H", "H", "O", "C", "C", "O", "F", "O", "C", "O", "P", "N", "C", "H", "C", "H"],
  "positions_angstrom": [[-2.826, -1.819, -5.704], [3.322, -2.048, -0.700], [2.677, -4.980, 1.061], [4.912, -0.847, -5.231], [-2.266, -2.650, -6.702], [2.962, -2.702, 1.576], [-1.488, -5.157, -7.152], [-2.147, 0.900, 9.314], [0.863, -2.304, 1.812], [-2.078, -1.757, -9.282], [3.315, 7.451, 3.352], [5.756, 7.509, -0.250], [-3.286, -2.044, -2.620], [-2.383, 0.253, 5.426], [-0.114, -3.904, -6.229], [-0.491, 0.525, 1.607], [-5.052, -1.900, -0.931], [3.816, 0.967, 0.224], [-8.927, -0.708, 7.685], [-0.085, 1.480, 5.169], [5.045, 0.325, -2.599], [-1.368, 1.395, 5.937], [-2.755, -0.774, -6.015], [4.302, 0.337, 0.918], [3.875, 0.276, -4.554], [-3.625, -4.035, -1.124], [-0.489, -2.800, -8.486], [-2.777, 0.331, 4.072], [-2.296, 4.767, 5.696], [5.838, -1.298, -7.800], [-2.312, -1.962, -4.751], [-0.444, -5.139, -6.828], [1.689, 2.304, -3.322], [-3.881, -2.077, -5.582], [-3.407, 1.212, 3.917], [3.780, -1.070, -2.654], [6.490, 3.472, 3.908], [1.310, 0.370, -3.464], [-0.738, 0.101, 0.341], [0.467, -0.077, -0.803], [2.826, 0.052, -5.039], [-1.604, 3.931, 5.565], [6.975, 6.737, 0.788], [-1.203, 1.099, 7.511], [5.923, 5.739, -0.261], [7.518, 3.739, 2.466], [-1.901, 0.382, 3.420], [2.897, 0.507, -0.706], [-0.484, 1.622, -2.151], [4.308, 1.337, -4.806], [2.177, -1.889, -0.404], [0.734, 2.294, -0.863], [-2.565, -1.846, -0.092], [4.898, 3.950, 1.560], [-2.329, -0.226, -0.045], [1.564, -2.412, -1.274], [-6.581, 0.002, 7.019], [1.813, -0.425, -0.207], [-8.732, -1.500, 4.323], [-9.139, -2.157, 9.113], [7.146, 4.179, 3.394], [6.959, -1.159, -8.180], [-2.350, 0.741, 8.252], [-5.402, -0.434, 5.387], [-8.070, -0.178, 6.429], [-4.661, 0.597, 6.632], [5.638, -2.363, -7.359], [-3.214, 1.348, 7.965], [5.971, 6.632, 0.366], [-3.653, -2.364, -1.202], [-8.346, -1.670, 8.539], [3.948, 5.499, 3.451], [5.795, -1.097, -4.505], [3.866, 6.788, 4.023], [-2.658, 0.500, -1.292], [-0.289, -5.937, -6.097], [3.964, -1.052, -8.824], [-5.892, 1.279, 5.545], [4.980, -2.138, -9.565], [1.505, -4.681, -0.449], [6.323, 0.546, -6.500], [3.924, 0.077, -2.927], [-1.323, -2.648, -0.292], [4.059, 1.999, 0.187], [4.860, 7.200, 4.216], [-2.573, -0.316, 8.094], [-9.781, -1.324, 4.575], [-1.286, 3.902, 4.519], [-7.663, -1.177, 9.235], [-4.119, -4.748, -0.109], [-0.049, -1.287, -6.395], [3.323, 6.719, 4.969], [7.999, 4.408, 4.039], [5.418, -0.179, -6.674], [0.814, -4.843, 1.308], [-3.137, -2.219, 1.256], [-8.640, -2.482, 3.849], [-0.669, -2.551, -6.904], [-2.972, -4.786, -2.247], [-3.353, -0.563, 3.820], [-8.624, 1.035, 5.748], [-0.738, 4.080, 6.215], [-8.383, -0.739, 3.621], [1.689, 1.240, -2.780], [3.040, 1.016, -2.138], [0.212, -5.318, -7.683], [0.672, -2.924, 2.580], [-0.689, -2.010, -10.363], [4.557, 0.476, -7.161], [0.049, -0.865, -1.571], [-7.806, -2.432, 7.970], [4.295, -1.814, -5.550], [-7.929, -1.479, 5.486], [-5.586, 0.382, 6.090], [1.719, -4.400, 0.667], [-2.272, 2.730, 5.892], [-3.232, 0.339, 1.025], [5.017, 6.561, 1.406], [0.533, 1.392, -1.582], [6.456, 5.380, 3.107], [5.059, 5.232, 2.316], [4.979, -1.213, -9.077], [1.948, -2.803, 0.954], [-2.077, -4.348, -2.460], [-0.986, -1.786, -9.335], [-0.575, -0.813, -9.053]]
}


No. 3
{
  "formula": "C9H14O",
  "method": "ωB97M-V/def2-TZVPD",
  "smiles": "Cc1ccc(O)cc1.CC",
  "gap_ev": 9.2,
  "e_above_lowest_ev": 0.539,
  "lumo_ev": 0.839,
  "species": ["H", "C", "C", "C", "C", "H", "H", "H", "H", "H", "H", "H", "H", "O", "C", "C", "C", "H", "H", "H", "C", "H", "H", "C"],
  "positions_angstrom": [[1.906, 1.887, -2.931], [0.852, 0.463, -1.764], [1.724, 1.541, -1.924], [2.325, 2.155, -0.834], [0.587, 0.007, -0.488], [-3.638, -2.241, 0.149], [3.500, 3.721, -0.006], [4.073, 3.342, -1.574], [0.377, 0.024, -2.630], [-4.093, -3.885, 0.599], [2.856, 1.843, 1.185], [0.746, 0.298, 1.577], [-3.279, -3.468, 2.913], [-0.319, -0.983, -0.226], [2.129, 1.570, 0.423], [1.194, 0.571, 0.636], [3.149, 3.406, -0.982], [-4.168, -2.014, 2.488], [-2.453, -2.058, 2.501], [2.550, 4.154, -1.497], [-3.368, -3.092, 0.759], [-0.914, -1.126, -0.968], [-2.413, -3.468, 0.395], [-3.322, -2.646, 2.201]]
}


No. 4
{
  "formula": "C5H4ClF",
  "method": "ωB97M-V/def2-TZVPD",
  "smiles": "FC1=C(Cl)CC=C1",
  "gap_ev": 9.5,
  "e_above_lowest_ev": 1.577,
  "lumo_ev": 0.875,
  "species": ["H", "H", "H", "C", "C", "C", "C", "H", "C", "F", "Cl"],
  "positions_angstrom": [[0.087, 1.448, 1.904], [1.758, -0.182, 0.476], [1.497, 1.406, -0.656], [1.037, 0.482, -0.066], [0.178, -0.428, -1.117], [-0.918, -0.844, -0.463], [0.076, 0.699, 1.021], [-2.071, 0.116, 1.436], [-0.981, -0.090, 0.836], [-1.696, -1.803, -0.870], [1.033, -0.804, -2.501]]
}